{
  "formula": "C49H52F6N3",
  "method": "wB97M-V/def2-TZVPD",
  "homo_lumo_gap_ev": 3.56,
  "mol_weight_da": 796.96,
  "total_energy_ev": -72424.583,
  "charge": 1,
  "elements": ["C", "C", "C", "C", "C", "C", "C", "C", "C", "C", "C", "C", "N", "N", "N", "C", "C", "C", "C", "C", "C", "C", "C", "C", "C", "C", "C", "C", "C", "C", "C", "C", "F", "F", "F", "C", "C", "C", "F", "F", "F", "C", "C", "C", "H", "H", "H", "H", "H", "H", "H", "H", "H", "H", "H", "H", "H", "H", "H", "H", "H", "H", "H", "H", "H", "H", "H", "H", "H", "H", "H", "H", "H", "H", "H", "H", "H", "H", "H", "H", "H", "H", "H", "C", "C", "C", "C", "C", "C", "C", "C", "C", "C", "C", "C", "C", "C", "H", "H", "H", "H", "H", "H", "H", "H", "H", "H", "H", "H", "H"],
  "coordinates": [[4.37614, -3.11674, -1.63815], [4.25172, -1.74355, -0.97152], [4.54274, -0.63318, -1.98070], [5.09979, -1.59664, 0.29698], [6.24045, -2.37490, 0.49321], [7.13035, -2.09069, 1.53035], [6.94304, -0.96172, 2.32812], [5.79221, -0.18844, 2.19315], [5.56983, 1.02311, 3.10635], [6.77815, 1.95786, 3.14690], [5.08111, 0.56589, 4.47558], [4.83904, -0.57955, 1.24254], [3.64698, 0.21398, 1.13934], [3.78875, 1.51538, 0.78613], [2.54849, 1.94159, 0.46908], [2.34296, 3.34535, 0.23511], [1.59179, 4.09775, 1.15249], [1.10065, 3.55337, 2.49944], [-0.38459, 3.85930, 2.70710], [2.01326, 4.09307, 3.60654], [1.36666, 5.44723, 0.89299], [1.87329, 6.04816, -0.24687], [2.67343, 5.30705, -1.10685], [2.94547, 3.95952, -0.88107], [3.90531, 3.22457, -1.82681], [5.30740, 3.18780, -1.22411], [3.93292, 3.83729, -3.23598], [1.61789, 0.92914, 0.64789], [0.24191, 1.12521, 0.28242], [-0.04597, 2.07973, -0.72487], [-1.33145, 2.52224, -0.93483], [-1.51750, 3.72051, -1.83349], [-2.66410, 3.66339, -2.56179], [-1.55411, 4.88213, -1.09309], [-0.47487, 3.86871, -2.72155], [-2.41021, 1.87406, -0.32690], [-2.14581, 0.83093, 0.55933], [-3.29288, 0.15731, 1.26172], [-3.12929, -1.21040, 1.32923], [-3.39820, 0.60525, 2.56740], [-4.49534, 0.39228, 0.67185], [-0.84748, 0.43131, 0.86175], [2.29468, -0.18236, 1.11754], [1.80383, -1.44398, 1.46563], [4.19142, -3.91359, -0.90954], [3.62913, -3.21385, -2.43609], [5.36609, -3.26531, -2.08719], [3.20889, -1.64615, -0.65524], [4.52144, 0.35386, -1.50697], [5.53757, -0.76764, -2.42517], [3.80148, -0.63110, -2.79052], [6.45095, -3.20888, -0.17642], [7.99880, -2.73224, 1.70040], [7.68155, -0.68136, 3.08082], [4.76599, 1.61299, 2.65920], [7.08323, 2.20739, 2.12232], [6.51582, 2.89734, 3.65009], [7.63205, 1.50628, 3.66726], [4.16815, -0.02952, 4.35390], [5.83320, -0.06030, 4.97256], [4.84483, 1.41757, 5.12334], [1.20101, 2.46188, 2.48245], [-0.93987, 3.67676, 1.77688], [-0.80734, 3.20170, 3.47993], [-0.55356, 4.90386, 3.00936], [3.06042, 3.85940, 3.36867], [1.92440, 5.18515, 3.69094], [1.78326, 3.64422, 4.57914], [0.79977, 6.02497, 1.62239], [1.64719, 7.08958, -0.46861], [3.09566, 5.79287, -1.98420], [3.55086, 2.18938, -1.93576], [5.29741, 2.57288, -0.31691], [6.03179, 2.76665, -1.93242], [5.63215, 4.20148, -0.95031], [2.92125, 3.87991, -3.66294], [4.35850, 4.85125, -3.22046], [4.55816, 3.22423, -3.89923], [0.76149, 2.46720, -1.33634], [-3.42601, 2.16351, -0.55904], [-0.63632, -0.38306, 1.55261], [0.90795, -1.76348, 0.94733], [2.45802, -2.10760, 2.01979], [-3.10953, -8.07201, 2.66464], [-2.50276, -6.70216, 2.77975], [-2.40067, -5.82685, 1.68185], [-1.77350, -4.59845, 1.80225], [-1.22109, -4.16400, 3.04889], [-0.56198, -2.90954, 3.18368], [-0.47338, -2.26424, 4.47195], [-1.36465, -1.20255, 4.78673], [-1.59953, -0.85969, 6.10976], [-0.81223, -1.40912, 7.13137], [0.17920, -2.35317, 6.82325], [0.34299, -2.78819, 5.51363], [-1.42894, -5.02641, 4.17175], [-2.06796, -6.24804, 4.03156], [-2.57816, -8.78239, 3.30993], [-4.16375, -8.07130, 2.98327], [-3.06708, -8.44513, 1.63778], [-2.83564, -6.12002, 0.72456], [-1.70403, -3.90957, 0.95889], [-0.35518, -2.33671, 2.28795], [-1.93969, -0.74974, 3.97644], [-2.41647, -0.17849, 6.35041], [-0.99276, -1.13745, 8.17114], [0.80268, -2.77793, 7.61246], [1.06353, -3.57147, 5.26064], [-1.07464, -4.70604, 5.14914], [-2.24787, -6.86516, 4.91471]]
}

---

{
  "formula": "C49H53BrClCrFNO3PSSeSi2Te",
  "method": "wB97M-V/def2-TZVPD",
  "homo_lumo_gap_ev": [6.05, 6.21],
  "mol_weight_da": 1216.09,
  "total_energy_ev": -281531.215,
  "s2": 0.77,
  "multiplicity": 2,
  "charge": -1,
  "elements": ["Cr", "O", "S", "O", "O", "C", "C", "C", "C", "C", "C", "P", "C", "C", "C", "C", "C", "C", "C", "C", "C", "C", "C", "C", "H", "H", "H", "H", "H", "H", "H", "H", "H", "H", "H", "H", "H", "H", "F", "C", "C", "C", "C", "C", "C", "H", "H", "H", "H", "Cl", "C", "C", "C", "C", "N", "C", "H", "H", "H", "H", "C", "Si", "C", "C", "C", "Te", "C", "Si", "C", "C", "C", "H", "H", "H", "H", "H", "H", "H", "H", "H", "H", "H", "H", "H", "H", "H", "H", "H", "H", "H", "H", "H", "H", "Se", "C", "C", "C", "C", "C", "C", "H", "H", "H", "H", "H", "Br", "C", "C", "C", "C", "C", "C", "H", "H", "H", "H"],
  "coordinates": [[-0.96471, -0.06151, 0.34598], [2.68190, 0.93101, 1.62784], [2.16970, 1.15287, 0.30483], [1.66448, 2.50641, 0.09883], [1.15246, 0.16038, -0.14205], [3.61025, 1.01136, -0.78200], [4.74326, 1.62667, -0.25655], [5.93445, 1.62411, -0.95234], [6.01999, 0.94708, -2.15554], [4.91335, 0.30837, -2.67317], [3.67148, 0.35303, -2.02839], [2.25664, -0.51178, -2.84153], [2.96722, -2.18861, -2.55765], [3.53509, -2.99910, -3.53460], [3.90701, -4.30225, -3.23204], [3.75692, -4.79460, -1.94645], [3.23377, -3.97607, -0.95504], [2.82961, -2.68849, -1.25978], [2.60987, -0.17384, -4.61316], [2.07617, -1.01771, -5.59191], [2.09968, -0.65557, -6.92886], [2.60462, 0.57852, -7.31215], [3.08975, 1.44867, -6.34743], [3.08230, 1.07770, -5.01243], [4.66176, 2.10562, 0.71042], [6.79979, 2.14305, -0.56158], [6.95624, 0.92067, -2.69859], [5.00200, -0.23405, -3.60567], [3.68881, -2.62688, -4.53874], [4.31147, -4.93837, -4.01030], [4.03724, -5.81585, -1.72253], [3.12647, -4.34423, 0.05719], [2.37833, -2.06927, -0.49534], [1.63444, -1.96444, -5.30219], [1.71298, -1.33326, -7.68009], [2.60425, 0.86737, -8.35546], [3.45991, 2.42607, -6.62969], [3.43815, 1.76627, -4.25808], [-6.83788, -0.74324, 2.37971], [-5.55453, -0.64536, 1.93648], [-5.21210, -1.19578, 0.72076], [-3.90244, -1.06310, 0.27442], [-2.90781, -0.36764, 0.97715], [-3.31723, 0.10695, 2.23292], [-4.61351, -0.01201, 2.71921], [-5.95292, -1.72224, 0.13231], [-3.64954, -1.56225, -0.65453], [-2.58313, 0.57455, 2.88148], [-4.89005, 0.38630, 3.68736], [0.26064, 3.73990, -3.53723], [-0.72273, 2.36581, -3.17286], [-1.58489, 1.84133, -4.11933], [-2.37740, 0.78491, -3.69084], [-2.28754, 0.33114, -2.39208], [-1.41300, 0.79959, -1.48716], [-0.63779, 1.81759, -1.90838], [-1.63870, 2.23513, -5.12325], [-3.07870, 0.32199, -4.37045], [-2.95426, -0.44172, -2.04309], [0.08281, 2.23679, -1.22078], [-5.31749, 5.10570, 1.21415], [-3.70188, 4.29727, 0.63170], [-4.07513, 3.09983, -0.78534], [-2.55445, 5.67819, 0.01616], [-2.92393, 3.32309, 2.04195], [-0.98641, 2.61503, 1.33265], [-0.23489, 2.50638, 3.35330], [0.44516, 4.16721, 3.94280], [0.72293, 4.05566, 5.82277], [-0.74611, 5.61584, 3.62382], [2.08084, 4.49368, 3.05653], [-5.74289, 5.73259, 0.42947], [-5.14344, 5.73450, 2.08791], [-6.06181, 4.35605, 1.48373], [-4.69108, 3.54640, -1.56684], [-4.58968, 2.20759, -0.42316], [-3.14078, 2.77411, -1.24390], [-2.86567, 6.03864, -0.96523], [-1.53068, 5.31254, -0.06686], [-2.55044, 6.52987, 0.69765], [-3.57603, 2.49724, 2.31992], [-2.74656, 3.92712, 2.92870], [0.59265, 1.79680, 3.31698], [-1.01470, 2.08057, 3.98455], [-0.21559, 3.87205, 6.34802], [1.14871, 4.98091, 6.21450], [1.40358, 3.24072, 6.07187], [-1.65589, 5.53811, 4.22135], [-1.03744, 5.63030, 2.57265], [-0.27636, 6.57073, 3.86336], [2.77033, 3.66551, 3.22856], [2.56765, 5.41371, 3.38315], [1.90521, 4.54241, 1.98069], [0.14407, -0.80824, 2.40320], [-0.46191, -2.10106, 3.70966], [-1.77129, -2.23789, 4.16422], [-2.07402, -3.16499, 5.15215], [-1.08486, -3.96796, 5.69844], [0.22132, -3.84473, 5.24178], [0.52878, -2.91399, 4.26503], [-2.55218, -1.62432, 3.73710], [-3.09749, -3.26147, 5.49438], [-1.32715, -4.68958, 6.46813], [1.00134, -4.47928, 5.64492], [1.54327, -2.79524, 3.90476], [-0.51418, -6.43596, -2.01337], [-0.78844, -4.65587, -1.36973], [-1.01830, -4.43304, -0.02545], [-1.14879, -3.12577, 0.42234], [-1.04379, -2.00717, -0.41674], [-0.87184, -2.31132, -1.77232], [-0.74130, -3.60749, -2.26146], [-1.08077, -5.26270, 0.66631], [-1.33074, -2.98878, 1.48127], [-0.82709, -1.52078, -2.51048], [-0.58167, -3.79072, -3.31666]]
}